Record 1
Molecular formula: C49H40N8O5PSSe2Sr
Method: DFT, ωB97M-V with the def2-TZVPD basis set

Net charge   -1
HOMO level   -5.0 eV
Molar mass   1129.491 g mol⁻¹
Frontier orbital gap   6.975 eV
Energy above the lowest of the compared OMol25 structures with the same formula, charge and spin   0.422 eV
Multiplicity   1
LUMO energy   1.95 eV

Geometry as XYZ:
```
107
Properties=species:S:1:pos:R:3:mulliken_charge:R:1
Sr 0.42 -0.43 -0.24 1.621
Se -0.88 -0.77 2.82 -0.556
Se -0.43 2.90 2.15 -0.405
S 3.33 1.65 -0.50 0.651
P -0.47 1.26 3.54 0.770
O -1.17 -2.22 -0.05 -0.352
O -2.55 0.05 0.19 0.409
O 2.09 2.31 -0.12 -0.376
O -2.97 -3.44 0.49 -0.725
O 4.51 1.96 0.29 -0.647
N 3.00 0.08 -0.74 0.809
N 0.39 -2.79 -4.55 -0.766
N -0.22 -3.40 -2.46 0.226
N -0.29 1.36 -2.10 1.527
N 2.28 -2.53 -0.43 0.837
N 0.75 -2.05 -6.69 -0.411
N 0.40 -0.47 -5.09 -0.669
N 0.20 -1.19 -2.88 1.486
C -5.97 -0.02 2.72 -0.727
C 4.17 -4.61 0.01 -0.646
C 6.36 -1.61 -0.26 -0.827
C -1.38 2.77 5.66 -0.353
C 4.75 3.83 -4.40 -0.287
C 4.29 3.70 -2.04 -0.802
C -3.81 -1.02 -1.50 -0.712
C -6.96 -1.72 1.37 -0.606
C -1.85 2.92 7.01 -0.646
C -5.77 -1.86 0.66 -0.332
C -2.45 0.62 5.53 -0.638
C -0.96 3.28 -3.98 -0.824
C 0.15 -2.45 -3.29 -0.235
C -4.66 -1.07 0.93 -0.114
C 4.25 2.53 -4.53 -0.851
C -4.78 -0.18 1.97 -0.318
C -3.94 0.21 -2.18 -0.306
C 0.52 -1.74 -5.36 0.210
C 5.39 -0.62 -0.54 -0.675
C 2.78 -4.84 0.04 -1.036
C -4.14 0.18 -3.54 -0.668
C 5.96 -2.91 -0.02 -0.815
C 3.50 0.95 5.92 -0.550
C 2.32 0.25 6.34 -0.445
C -0.82 2.52 -1.73 -0.692
C -2.68 1.96 7.58 -0.548
C 4.59 -3.26 -0.16 1.007
C 2.23 1.91 4.13 -0.396
C -3.00 0.89 6.78 -0.533
C 4.05 -0.89 -0.61 0.143
C 0.32 -0.24 -3.81 -0.513
C 1.91 -3.78 -0.18 -0.219
C 3.84 1.84 -3.37 0.149
C -4.28 -0.99 -4.24 -0.476
C 3.62 -2.26 -0.43 -0.869
C -7.11 -0.81 2.45 -0.644
C -1.58 1.59 4.98 0.305
C -0.09 1.14 -3.40 0.105
C 3.42 1.75 4.82 -0.529
C 1.15 0.34 5.66 -0.777
C -3.40 -1.08 -0.01 2.579
C -4.15 -2.17 -3.57 -0.899
C 3.79 2.36 -2.12 0.126
C -0.38 2.07 -4.37 -0.553
C -2.40 -2.40 0.16 -0.680
C -1.19 3.48 -2.63 -0.841
C -3.83 -2.20 -2.23 -0.348
C 4.81 4.39 -3.09 -0.762
C 1.13 1.11 4.48 0.837
H 4.30 2.32 4.65 0.435
H 5.65 0.43 -0.51 0.439
H 1.03 -3.02 -6.86 0.259
H 4.37 0.90 6.55 0.402
H 1.02 -1.33 -7.35 0.239
H -3.80 0.23 7.14 0.318
H -0.96 2.77 -0.69 -0.044
H 4.33 1.95 -5.43 0.398
H -4.26 1.16 -4.08 0.292
H -8.05 -0.62 2.98 0.384
H 4.88 -5.41 0.19 0.402
H 2.38 -5.88 0.26 0.332
H 0.81 -3.97 -0.15 0.288
H 7.43 -1.22 -0.29 0.292
H -7.85 -2.26 1.06 0.338
H 3.51 0.88 -3.58 0.510
H -1.71 3.83 7.57 0.387
H 5.21 4.37 -5.26 0.332
H -5.74 -2.58 -0.16 0.386
H -0.23 -4.30 -2.93 0.219
H 2.02 2.55 3.25 0.163
H -3.72 -3.12 -1.73 0.676
H -0.73 3.58 5.27 0.308
H 2.28 -0.29 7.24 0.428
H 5.17 5.42 -2.98 0.356
H 6.64 -3.73 0.23 0.321
H -4.04 0.54 2.16 0.639
H -3.84 1.10 -1.60 0.600
H -1.17 4.03 -4.70 0.515
H 4.21 4.10 -1.06 0.480
H -0.47 -3.20 -1.46 -0.227
H 0.29 -0.26 5.86 0.379
H -6.05 0.75 3.49 0.431
H -1.64 4.40 -2.32 0.539
H -4.53 -1.03 -5.32 0.376
H -0.25 1.89 -5.40 0.606
H -3.08 2.04 8.57 0.423
H -2.38 0.17 1.17 -0.727
H -4.35 -3.11 -4.08 0.380
H -2.77 -0.24 5.05 0.527
```

***

Record 2
Molecular formula: C49H41Br2N2O4SSb2W
Method: DFT, ωB97M-V with the def2-TZVPD basis set

Net charge   +1
HOMO level   -9.9 eV
Molar mass   1341.112 g mol⁻¹
Frontier orbital gap   5.028 eV
Energy above the lowest of the compared OMol25 structures with the same formula, charge and spin   0.000 eV
Multiplicity   1
LUMO energy   -4.85 eV

Geometry as XYZ:
```
102
Properties=species:S:1:pos:R:3:mulliken_charge:R:1
W 0.90 -1.78 -0.18 0.312
Sb -1.97 1.26 -1.37 0.305
Sb -0.06 3.07 1.15 0.561
Br -0.74 -5.41 0.65 -0.076
Br 6.99 -6.25 -1.32 -0.155
S 2.32 -0.41 -2.07 0.703
O 0.87 -1.06 -2.15 -0.558
O 0.59 -0.21 0.29 1.302
O 2.69 -1.46 -0.75 -0.701
O 3.09 -0.85 -3.19 -0.584
N 1.46 -3.76 -1.37 0.256
N -0.91 -2.60 -1.02 0.799
C -3.75 3.75 -1.91 -0.102
C 0.47 -2.46 1.81 0.622
C 2.82 1.94 4.25 -0.557
C 4.64 -5.26 -2.57 -0.896
C 1.72 2.38 2.13 0.385
C 0.83 3.68 -0.72 -1.034
C 2.01 -4.82 4.31 -0.857
C 1.18 6.98 2.77 -0.669
C -1.16 5.50 2.66 -0.585
C -4.69 4.02 0.69 -0.499
C 0.58 -4.01 -2.25 -0.945
C 0.58 -5.04 1.96 0.605
C 0.02 7.48 3.35 -0.463
C -2.94 0.45 -3.10 0.350
C -3.25 -2.53 -1.42 -0.849
C 2.84 1.87 1.48 -0.253
C 3.40 -4.53 -0.20 0.230
C -3.82 2.99 0.37 -0.775
C -3.09 -3.32 -2.54 -0.623
C -0.60 2.48 -2.52 -0.986
C 1.38 -2.48 4.49 -0.883
C 4.66 -5.11 -0.16 -0.954
C 1.92 -6.04 3.71 -0.905
C 1.43 -3.68 3.73 0.911
C 1.73 2.41 3.53 -0.883
C 0.81 -3.73 2.45 0.391
C 3.38 -4.69 -2.60 -0.562
C -2.13 -2.18 -0.68 -0.588
C -4.61 4.79 -1.59 -0.768
C -1.82 -3.80 -2.86 -0.950
C -2.15 -0.28 -3.98 -0.371
C -4.88 -0.11 -4.43 -0.561
C 0.75 -1.38 4.01 -1.181
C -4.31 0.53 -3.33 -0.664
C 0.00 5.00 2.07 0.270
C -2.71 -0.92 -5.08 -0.654
C 3.93 1.39 2.20 -0.580
C -0.12 3.79 -1.91 -0.775
C 2.75 -4.34 -1.41 0.229
C 0.34 -1.36 2.67 0.059
C 3.92 1.43 3.58 -0.587
C -1.15 6.74 3.30 -0.458
C -3.34 2.84 -0.93 0.366
C -0.75 -3.43 -2.08 0.958
C 1.17 5.75 2.13 -0.221
C 1.13 -6.15 2.55 -0.545
C 5.27 -5.47 -1.36 0.071
C -5.08 4.92 -0.29 -0.525
C -4.08 -0.83 -5.30 -0.601
H -2.05 7.12 3.75 0.416
H 2.81 2.00 5.33 0.456
H 2.09 5.37 1.69 0.335
H -4.92 5.49 -2.35 0.414
H 1.83 -2.49 5.48 0.437
H -0.03 -0.41 2.29 0.419
H 4.78 1.07 4.14 0.410
H 2.88 1.85 0.40 0.227
H -5.94 -0.04 -4.60 0.436
H 5.14 -5.52 -3.50 0.431
H -2.08 -1.46 -5.78 0.479
H 1.24 4.67 -0.52 0.592
H -3.51 2.30 1.14 0.333
H 2.36 -6.93 4.15 0.466
H 0.75 -4.68 -3.09 0.561
H 5.17 -5.27 0.78 0.479
H -4.94 1.10 -2.66 0.445
H 2.91 -4.48 -3.56 0.485
H -3.39 3.66 -2.92 0.416
H -2.08 4.93 2.62 0.244
H 0.64 -0.49 4.62 0.443
H 2.92 -4.24 0.73 0.230
H -5.05 4.12 1.70 0.448
H -1.08 -0.36 -3.82 0.348
H -1.67 -4.45 -3.71 0.595
H -5.76 5.73 -0.04 0.390
H 0.24 1.84 -2.79 0.442
H -0.99 4.40 -1.62 0.258
H -1.14 2.69 -3.44 0.630
H 2.10 7.56 2.81 0.388
H 0.04 8.44 3.85 0.379
H 1.68 3.02 -0.95 0.327
H 0.38 4.35 -2.70 0.488
H -4.22 -2.15 -1.13 0.457
H 2.52 -4.72 5.27 0.415
H 4.79 1.01 1.67 0.476
H -3.95 -3.58 -3.15 0.499
H 0.88 2.83 4.07 0.405
H -4.53 -1.32 -6.16 0.401
H -2.20 -1.55 0.19 0.739
H 0.92 -7.13 2.14 0.455
```